[1]
Formula: C45H115AsF6N6O21
Source: OMol25
Level of theory: the ωB97M-V functional and the def2-TZVPD basis

Results
Highest occupied orbital energy: -8.82 eV
Strongest force on any atom: 0.0626 hartree/bohr
Electronic energy: -6526.92932 a.u.

Last column: Mulliken charge in e.
Element x y z (Å)
C1 3.976 2.977 -22.510  0.6519
C2 3.067 2.969 -23.746  -0.1416
N1 1.938 3.892 -23.607  0.9420
C3 1.917 5.267 -23.655  -0.8319
C4 0.654 5.650 -23.410  -1.1476
N2 -0.161 4.518 -23.413  1.1528
C5 0.696 3.488 -23.322  0.1595
C6 -1.586 4.453 -23.083  0.1719
H1 4.875 2.422 -22.774  0.4132
H2 3.481 2.498 -21.664  -0.2371
H3 4.245 3.986 -22.197  -0.4351
H4 2.627 1.976 -23.798  -0.4545
H5 3.680 3.234 -24.603  0.0129
H6 2.752 5.879 -23.958  0.2538
H7 0.169 6.612 -23.452  0.8965
H8 0.440 2.453 -23.152  -0.2393
H9 -1.916 3.472 -22.753  -0.6430
H10 -2.071 4.775 -24.001  -0.7648
H11 -1.784 5.137 -22.260  0.6781
As1 5.300 7.519 -25.211  2.0035
F1 4.226 8.202 -24.016  -0.4725
F2 5.315 6.000 -24.252  -0.7382
F3 6.277 6.855 -26.491  -0.4566
F4 5.305 9.082 -25.992  -0.4954
F5 6.746 7.952 -24.301  -0.4931
F6 3.848 7.016 -26.090  -0.4931
C7 4.050 4.931 -29.089  -1.1587
C8 5.103 4.436 -28.115  0.5226
O1 5.567 3.122 -28.490  -0.3871
C9 4.956 2.113 -27.925  0.6140
O2 4.153 2.143 -27.033  -0.4010
O3 5.364 0.973 -28.508  -0.3802
C10 4.641 -0.206 -28.231  -0.5470
H12 4.505 5.037 -30.076  0.3350
H13 3.714 5.903 -28.730  0.3410
H14 3.199 4.271 -29.256  0.2542
H15 4.788 4.496 -27.073  -0.2255
H16 5.981 5.077 -28.101  0.2699
H17 3.615 -0.127 -28.589  0.2728
H18 4.635 -0.478 -27.171  0.2032
H19 5.228 -0.995 -28.699  0.2344
C11 -0.742 -0.266 -26.350  -1.8084
C12 -0.024 0.423 -25.188  0.8015
O4 -0.133 -0.499 -24.081  -0.3130
C13 0.737 -0.333 -23.077  0.2260
O5 1.459 0.642 -22.934  0.6469
O6 0.520 -1.243 -22.176  -0.5384
C14 1.234 -1.409 -20.941  -0.2809
H20 -0.766 0.315 -27.270  0.1409
H21 -1.687 -0.730 -26.082  0.2271
H22 -0.104 -1.120 -26.604  0.5550
H23 -0.376 1.438 -25.000  -0.3096
H24 1.055 0.480 -25.347  0.4087
H25 0.718 -2.165 -20.364  0.4060
H26 1.103 -0.440 -20.456  -0.2770
H27 2.303 -1.547 -21.074  0.4111
C15 -1.194 2.654 -29.116  -1.0869
O7 -2.255 3.032 -28.245  -0.4121
C16 -3.380 3.468 -28.978  -0.7785
C17 -3.994 4.731 -28.449  -0.8899
N3 -3.940 4.798 -26.987  0.6386
C18 -4.864 5.722 -26.352  -1.2780
C19 -4.937 5.470 -24.837  0.8746
O8 -5.242 4.142 -24.472  -0.2131
C20 -6.402 3.555 -24.979  -0.8583
H28 -0.239 2.527 -28.604  0.2491
H29 -0.922 3.481 -29.783  0.3778
H30 -1.517 1.781 -29.683  0.3808
H31 -4.114 2.667 -29.139  0.3397
H32 -3.161 3.723 -30.024  0.5020
H33 -5.006 4.817 -28.859  0.2858
H34 -3.430 5.598 -28.807  0.3950
H35 -3.883 3.903 -26.524  -0.0791
H36 -5.888 5.720 -26.748  0.4334
H37 -4.448 6.708 -26.580  0.3966
H38 -5.790 6.066 -24.474  0.4205
H39 -4.031 5.744 -24.301  -0.8959
H40 -6.641 3.703 -26.036  0.3086
H41 -7.292 3.823 -24.393  0.3088
H42 -6.304 2.479 -24.814  0.2298
C21 0.782 -0.773 -15.089  -0.9427
O9 0.796 -1.122 -16.451  -0.2556
C22 1.851 -2.020 -16.783  -0.6496
C23 3.246 -1.359 -16.758  -0.5957
N4 3.588 -0.575 -17.940  -0.2949
C24 2.663 0.540 -18.161  0.1968
C25 2.975 1.269 -19.460  1.5779
O10 2.269 2.463 -19.652  -0.6320
C26 0.917 2.371 -19.988  0.4859
H43 1.472 -0.010 -14.720  0.2741
H44 1.083 -1.651 -14.492  0.4358
H45 -0.236 -0.594 -14.744  0.2870
H46 1.603 -2.409 -17.770  0.1507
H47 1.835 -2.840 -16.061  0.4884
H48 3.986 -2.153 -16.654  0.4770
H49 3.311 -0.697 -15.885  0.3813
H50 4.480 -0.109 -17.824  0.1022
H51 2.819 1.232 -17.321  0.4337
H52 1.621 0.222 -18.229  -0.5561
H53 2.899 0.583 -20.308  -0.7102
H54 4.009 1.624 -19.450  -0.5244
H55 0.737 1.836 -20.930  -0.2551
H56 0.452 3.355 -20.019  0.4354
H57 0.421 1.790 -19.203  -0.1488
C27 -2.492 3.846 -19.372  -0.2894
O11 -2.875 5.116 -19.909  -0.4695
C28 -4.058 5.115 -20.661  -0.1830
C29 -4.307 6.516 -21.181  -1.2453
N5 -3.279 7.099 -22.044  0.3071
C30 -3.616 8.395 -22.599  -0.8919
C31 -2.411 9.094 -23.173  -0.3067
O12 -1.357 9.131 -22.232  -0.3611
C32 -0.249 9.889 -22.617  -0.7713
H58 -3.269 3.274 -18.873  0.5149
H59 -1.785 4.169 -18.606  0.1497
H60 -1.904 3.301 -20.114  -0.1625
H61 -4.939 4.690 -20.167  0.6122
H62 -4.013 4.414 -21.513  -0.0020
H63 -4.265 7.139 -20.270  0.4452
H64 -5.320 6.653 -21.562  0.4989
H65 -2.453 7.182 -21.459  0.3117
H66 -4.177 9.042 -21.904  0.4585
H67 -4.361 8.204 -23.379  0.2365
H68 -2.663 10.114 -23.484  0.4993
H69 -2.049 8.595 -24.080  0.0384
H70 0.410 9.882 -21.751  0.2551
H71 -0.464 10.928 -22.907  0.2950
H72 0.245 9.483 -23.511  0.2954
C33 -3.779 -2.057 -23.613  -1.1067
O13 -3.270 -0.909 -23.017  -0.0292
C34 -2.824 -1.121 -21.683  -0.8112
C35 -2.090 0.163 -21.310  0.0921
N6 -1.572 0.313 -19.955  0.9125
C36 -2.623 0.181 -18.943  -1.1430
C37 -2.068 0.401 -17.520  0.3145
O14 -2.166 1.778 -17.210  -0.3155
C38 -1.365 2.079 -16.070  -0.6489
H73 -4.075 -1.934 -24.656  0.2776
H74 -4.599 -2.501 -23.035  0.3579
H75 -3.006 -2.837 -23.720  0.3863
H76 -2.139 -1.979 -21.686  0.4023
H77 -3.719 -1.387 -21.113  0.6141
H78 -2.711 1.056 -21.459  0.4311
H79 -1.228 0.355 -21.956  -1.2641
H80 -0.798 -0.335 -19.847  -0.2802
H81 -3.168 -0.766 -19.001  0.5237
H82 -3.338 0.977 -19.153  0.4606
H83 -1.020 0.075 -17.520  -0.4726
H84 -2.607 -0.216 -16.791  0.4884
H85 -1.629 3.079 -15.737  0.2791
H86 -0.310 2.027 -16.357  0.1535
H87 -1.520 1.337 -15.281  0.2880
C39 4.331 4.579 -18.978  0.2425
O15 4.268 6.001 -18.784  -0.6929
H88 5.368 4.274 -19.130  -0.0026
H89 3.988 4.225 -18.007  0.2423
H90 3.667 4.362 -19.808  -0.1817
H91 4.456 6.459 -19.609  0.3115
C40 -0.699 6.654 -26.961  -0.9431
O16 -1.587 6.254 -25.939  0.0738
H92 -0.219 5.760 -27.375  0.2452
H93 -1.175 7.268 -27.735  0.2858
H94 0.102 7.262 -26.535  0.3110
H95 -2.160 5.540 -26.270  -0.0831
C41 4.601 -0.545 -22.557  -0.1936
O17 5.226 -0.464 -21.313  -0.5685
H96 3.588 -0.135 -22.613  -0.1512
H97 5.163 -0.050 -23.368  0.3742
H98 4.670 -1.590 -22.869  0.3097
H99 5.504 0.416 -21.018  0.4104
C42 6.614 7.179 -21.235  -0.6792
O18 5.399 6.463 -21.506  0.0016
H100 7.253 7.331 -22.098  0.2286
H101 6.324 8.142 -20.810  0.2525
H102 7.158 6.676 -20.432  0.2574
H103 5.397 6.247 -22.460  0.0495
C43 7.172 1.715 -19.299  -0.8868
O19 5.997 2.036 -20.069  -0.3410
H104 7.735 2.590 -18.965  0.3142
H105 6.874 1.239 -18.363  0.2940
H106 7.790 1.040 -19.892  0.3083
H107 6.401 2.691 -20.687  0.3471
C44 7.772 4.232 -22.902  -0.5933
O20 7.066 3.947 -21.720  -0.4715
H108 8.554 3.521 -23.169  0.4122
H109 7.114 4.277 -23.776  0.0663
H110 8.274 5.206 -22.925  0.2636
H111 6.333 4.583 -21.640  0.0739
C45 -3.132 1.653 -25.313  0.2031
O21 -1.965 2.349 -25.748  0.9268
H112 -4.048 2.251 -25.339  -0.0992
H113 -3.220 0.836 -26.043  0.2218
H114 -3.032 1.248 -24.308  -0.4949
H115 -2.203 2.765 -26.618  -0.1362

[2]
Formula: C45H115N3O14
Source: OMol25
Level of theory: the ωB97M-V functional and the def2-TZVPD basis

Results
ΔE to the lowest compared entry with this formula, charge and spin: 20.17 kcal per mole
Highest occupied orbital energy: -8.18 eV
Strongest force on any atom: 0.0753 hartree/bohr
Electronic energy: -3000.87846 a.u.

Last column: Mulliken charge in e.
Element x y z (Å)
C1 -0.330 -5.519 7.726  -1.8517
C2 1.142 -5.423 7.199  1.1904
C3 1.034 -5.913 5.703  -1.0854
C4 2.162 -5.492 4.714  -0.8969
C5 2.480 -4.005 4.875  -0.8121
C6 2.720 -3.596 6.316  1.4586
N1 1.573 -3.987 7.177  0.7121
O1 1.513 -3.408 8.405  -0.4976
C7 4.131 -4.083 6.727  -1.9844
C8 2.818 -2.036 6.297  -1.9012
C9 2.025 -6.381 8.054  -1.5461
H1 -0.949 -4.958 7.026  0.3993
H2 -0.525 -5.207 8.752  0.3727
H3 -0.691 -6.547 7.682  0.3959
H4 0.947 -6.996 5.614  0.4367
H5 0.139 -5.560 5.191  0.4226
H6 1.849 -5.681 3.687  0.4243
H7 3.043 -6.123 4.830  0.3324
H8 1.752 -3.349 4.398  0.4361
H9 3.403 -3.986 4.295  0.2426
H10 4.200 -4.012 7.812  0.4343
H11 4.401 -5.125 6.554  0.3211
H12 4.983 -3.509 6.360  0.4113
H13 3.622 -1.699 5.642  0.3825
H14 1.862 -1.636 5.959  0.4091
H15 2.967 -1.537 7.254  0.3872
H16 1.879 -6.245 9.126  0.3852
H17 3.092 -6.186 7.949  0.2824
H18 1.814 -7.445 7.944  0.3627
H19 0.774 -2.816 8.250  0.3740
C10 -7.379 7.479 -1.030  -2.1246
C11 -7.025 6.580 -2.238  1.7092
C12 -6.588 7.415 -3.446  -1.2488
C13 -5.936 6.605 -4.565  -0.5760
C14 -4.710 5.971 -4.041  -1.2542
C15 -4.977 5.084 -2.821  1.5572
N2 -5.881 5.745 -1.838  0.3218
O2 -6.108 5.046 -0.576  -0.4406
C16 -5.607 3.806 -3.333  -1.7180
C17 -3.606 4.648 -2.137  -1.8642
C18 -8.291 5.721 -2.603  -1.7221
H20 -6.522 7.947 -0.546  0.4295
H21 -7.885 6.927 -0.238  0.4475
H22 -8.050 8.298 -1.290  0.4284
H23 -7.468 7.928 -3.833  0.4253
H24 -5.889 8.146 -3.038  0.4026
H25 -5.673 7.246 -5.407  0.3616
H26 -6.580 5.846 -5.008  0.3400
H27 -3.923 6.724 -4.025  0.3574
H28 -4.268 5.274 -4.754  0.4094
H29 -4.945 3.154 -3.902  0.4623
H30 -5.932 3.200 -2.487  0.3536
H31 -6.511 3.980 -3.917  0.3331
H32 -3.120 5.459 -1.595  0.4150
H33 -3.801 3.910 -1.359  0.3844
H34 -2.901 4.139 -2.794  0.3890
H35 -9.255 6.214 -2.482  0.4317
H36 -8.363 4.773 -2.070  0.3172
H37 -8.249 5.436 -3.655  0.3410
H38 -5.790 5.709 0.042  0.3261
C19 -3.678 -3.318 0.246  -1.9974
C20 -4.463 -3.771 -0.919  1.5903
C21 -4.635 -2.586 -1.877  -1.3554
C22 -5.366 -2.923 -3.252  -0.6567
C23 -4.588 -3.990 -3.967  -1.1662
C24 -4.065 -5.173 -3.083  1.4035
N3 -3.734 -4.756 -1.754  0.5847
O3 -3.124 -5.727 -1.025  -0.4367
C25 -5.213 -6.201 -3.031  -1.5889
C26 -2.911 -5.833 -3.777  -2.0021
C27 -5.922 -4.151 -0.494  -1.6917
H39 -2.650 -2.969 0.139  0.2840
H40 -3.637 -4.147 0.953  0.4303
H41 -4.265 -2.575 0.784  0.4218
H42 -5.127 -1.787 -1.322  0.4897
H43 -3.654 -2.166 -2.099  0.3921
H44 -5.380 -2.036 -3.884  0.3936
H45 -6.408 -3.132 -3.009  0.3378
H46 -3.771 -3.592 -4.568  0.4539
H47 -5.200 -4.442 -4.749  0.3762
H48 -6.200 -5.819 -2.769  0.3685
H49 -5.375 -6.847 -3.894  0.4409
H50 -5.053 -6.847 -2.168  0.3068
H51 -2.016 -5.217 -3.698  0.4275
H52 -2.644 -6.791 -3.332  0.3650
H53 -3.144 -5.890 -4.841  0.4173
H54 -5.969 -5.045 0.127  0.4225
H55 -6.608 -4.448 -1.287  0.2641
H56 -6.444 -3.493 0.200  0.4127
H57 -3.804 -6.380 -0.843  0.3141
O4 6.888 1.054 -2.618  -0.5876
H58 7.167 1.858 -2.180  0.2942
H59 7.321 0.352 -2.132  0.3054
O5 1.019 -0.409 -5.116  -0.6086
H60 1.715 0.150 -5.462  0.3152
H61 1.297 -1.300 -5.329  0.3062
O6 0.977 -3.450 -1.564  -0.6640
H62 0.841 -2.525 -1.358  0.3319
H63 0.107 -3.843 -1.493  0.3189
O7 4.012 1.553 -5.595  -0.6471
H64 4.617 1.296 -4.900  0.3123
H65 4.395 1.188 -6.393  0.3158
O8 -4.645 2.122 2.350  -0.6063
H66 -5.345 1.551 2.032  0.3036
H67 -4.771 2.944 1.875  0.3148
C28 0.595 1.470 0.860  -1.2104
C29 1.174 0.970 -0.462  0.6347
C30 2.642 0.491 -0.315  -1.2890
O9 0.396 0.091 -1.180  -0.4574
H68 0.756 0.666 1.580  0.3340
H69 -0.465 1.696 0.747  0.3323
H70 1.039 2.429 1.127  0.2305
H71 1.257 1.858 -1.090  0.1115
H72 2.733 -0.315 0.413  0.3281
H73 3.213 1.394 -0.099  0.3627
H74 2.984 -0.027 -1.211  0.3691
H75 0.601 0.263 -2.101  0.2526
C31 7.581 -1.136 2.195  -1.2040
C32 8.157 -2.222 1.377  0.4878
C33 7.177 -3.452 1.277  -1.2840
O10 8.517 -1.799 0.049  -0.5147
H76 7.284 -1.592 3.139  0.3186
H77 6.780 -0.607 1.678  0.2868
H78 8.332 -0.442 2.572  0.3319
H79 9.079 -2.524 1.873  0.2663
H80 7.042 -3.871 2.275  0.3908
H81 7.639 -4.271 0.725  0.3299
H82 6.176 -3.176 0.947  0.3092
H83 9.465 -1.649 0.027  0.2867
C34 1.793 7.286 -5.103  -1.3582
C35 1.920 5.793 -5.201  0.7318
C36 1.035 5.072 -6.180  -1.1782
O11 3.307 5.529 -5.575  -0.5669
H84 1.871 7.607 -6.141  0.3356
H85 2.592 7.848 -4.618  0.3475
H86 0.825 7.568 -4.687  0.3392
H87 1.714 5.454 -4.186  0.1189
H88 1.171 3.992 -6.246  0.3504
H89 1.220 5.436 -7.190  0.3228
H90 0.000 5.097 -5.836  0.2634
H91 3.436 4.579 -5.622  0.2930
C37 -2.228 1.076 8.280  -1.3528
C38 -2.388 0.954 6.782  0.6127
C39 -2.240 -0.499 6.282  -0.9557
O12 -3.669 1.333 6.406  -0.5667
H92 -2.340 2.071 8.710  0.3398
H93 -1.236 0.720 8.557  0.3404
H94 -2.914 0.398 8.788  0.3332
H95 -1.694 1.584 6.226  0.2128
H96 -2.141 -0.411 5.200  0.3256
H97 -3.162 -1.040 6.494  0.3372
H98 -1.372 -1.043 6.654  0.0704
H99 -3.684 1.425 5.451  0.2994
C40 5.927 -3.388 -4.099  -1.1723
C41 7.271 -3.849 -4.802  0.5418
C42 7.112 -4.131 -6.294  -1.2486
O13 8.308 -2.922 -4.545  -0.5506
H100 5.143 -4.129 -4.258  0.3469
H101 5.629 -2.489 -4.638  0.2681
H102 5.961 -3.249 -3.019  0.3464
H103 7.627 -4.780 -4.359  0.1931
H104 6.194 -4.702 -6.435  0.3363
H105 7.964 -4.693 -6.676  0.3195
H106 7.016 -3.170 -6.799  0.3358
H107 8.402 -2.816 -3.595  0.2825
C43 2.804 6.604 0.185  -1.0899
C44 3.863 6.817 1.234  0.2906
C45 4.539 5.475 1.569  -1.1597
O14 4.934 7.495 0.665  -0.5666
H108 2.264 7.527 -0.027  0.3309
H109 2.095 5.821 0.450  0.2802
H110 3.235 6.384 -0.792  0.2501
H111 3.403 7.324 2.082  0.3196
H112 4.934 4.869 0.753  0.3208
H113 3.779 4.844 2.031  0.3283
H114 5.246 5.616 2.387  0.3400
H115 5.236 7.032 -0.120  0.3580